(1)
ORCA calculation (ωB97M-V/def2-TZVPD) on a single C21H18F2N6O molecule.

**Multiplicity**: 1
**Lowest unoccupied orbital energy**: -0.63 eV
**Frontier orbital gap**: 7.59 eV
**Net charge**: 0
**ΔE to the lowest compared entry with this formula, charge and spin**: 3.3492 eV
**SMILES string**: CC(C)Oc1ccc(-c2ncn(CC(F)F)c2-c2ccc3ncc(C#N)n3n2)cc1
**HOMO level**: -8.221 eV

Last column: Mulliken charge in e.
Atoms and positions in Å:
H 2.7982 -1.2753 -0.9097  0.7040
C -6.3258 -2.5852 -0.3957  -1.2773
C 2.5054 1.4793 4.4614  0.1284
C 3.2263 -1.8667 1.0241  -0.6989
H -4.2728 0.2445 -0.8215  0.2831
H -0.9061 -0.2035 -3.1974  0.4404
H -2.1414 -1.8073 1.2946  0.6047
N 2.0557 2.4093 -1.1722  0.0479
C -2.6150 -1.9239 -0.8443  -0.0235
H -7.1476 -2.5464 -1.1961  0.2964
H 4.4072 -0.7258 5.1151  0.4135
C -1.1516 -0.7469 -2.2777  -0.4603
C -5.1081 -1.7899 -0.8476  0.7877
H -0.5197 -0.5039 1.1604  0.2352
H -2.8527 -1.9996 -2.8869  0.4995
C 3.1371 3.3187 -0.7931  -1.0700
O -3.7729 -2.5113 -0.5755  -0.4855
H -6.7864 -1.9958 0.4414  0.2890
C 0.5139 0.7789 -1.3445  1.2114
C -0.7651 -0.7577 0.1169  -0.1602
C 1.7194 1.1438 -0.7577  -0.2361
F 4.4683 3.0859 -2.6495  -0.2540
C 4.4985 2.8781 -1.3335  0.6104
H -6.0682 0.1732 -0.9161  0.4470
N 2.0767 0.7213 1.6271  -0.5644
C 2.7035 -1.0042 0.0550  -0.3037
H 4.7632 1.8006 -1.0217  0.1790
C 2.9145 0.2898 3.7506  0.3378
C -0.4089 -0.3036 -1.1820  -0.1003
H 2.7633 4.3265 -1.0136  0.3923
C 3.1593 -1.3080 2.3405  0.3756
H -5.2543 0.0036 0.6153  0.3405
N 2.0865 2.3630 5.0507  -0.4730
H 3.1978 3.2642 0.2801  0.4063
H 3.6274 -2.8396 0.7142  0.4311
C -1.9228 -1.5902 0.3061  -0.7992
C 2.1057 0.2530 0.3626  -0.0209
H -5.1862 -1.6862 -1.9249  0.1185
N 3.8831 -1.7510 3.3117  -0.6791
H -6.3288 -3.6402 -0.1821  0.3743
H 1.2295 3.4736 -2.7893  0.5490
C -5.2267 -0.2802 -0.4730  -1.3557
C 3.7551 -0.6943 4.2243  -0.3223
C -2.2184 -1.6130 -2.1222  -0.4467
C 1.2253 2.6610 -2.1583  -0.3512
N 2.4250 -0.1389 2.5799  0.5817
N 0.3503 1.7092 -2.3438  -0.7228
F 5.3834 3.7114 -0.7019  -0.2798

(2)
ORCA calculation (ωB97M-V/def2-TZVPD) on a molecular structure, C21H18N7O4RhS2.

**Multiplicity**: 1
**Lowest unoccupied orbital energy (alpha / beta)**: -1.63 / -1.50 eV
**Frontier orbital gap (alpha / beta)**: 5.84 / 6.08 eV
**Net charge**: 0
**HOMO level (alpha / beta)**: -7.469 / -7.578 eV

Last column: Mulliken charge in e.
Atoms and positions in Å:
C -2.4853 4.7320 -0.5176  -0.6035
C -1.6828 2.4990 -0.0758  0.1694
H 0.3344 -1.1669 -4.6341  0.2660
S 1.5944 0.1032 -0.7308  -0.5484
N -0.9402 -3.2947 -4.1195  -0.3741
H -0.4414 4.2521 -0.0650  0.4562
N -2.2156 -1.5717 -0.2837  0.6989
C 4.8686 1.6792 3.0699  -0.2984
H -3.1682 0.9524 -0.1584  0.3495
C 6.6737 -0.4282 2.7743  -0.5551
O -0.3378 -1.2450 1.3766  -0.4313
H 5.3970 -1.1077 1.1924  0.3531
H 3.4714 -0.0663 0.5991  0.0738
H 4.1440 2.4734 3.1642  0.4119
O -1.3312 -2.4245 2.9884  -0.6943
H -4.5861 4.9172 -0.9151  0.3855
N 0.4222 2.0013 0.7469  -0.7722
N 0.6500 -1.6538 -3.8079  -0.3685
Rh -0.5388 -0.6577 -0.5593  0.3380
C 1.5226 1.3312 0.6006  0.4656
C 5.5773 -0.3559 1.9469  -0.4914
C 6.8812 0.5446 3.7437  -0.4969
C -4.2235 -2.4521 -1.1633  -0.8564
C -1.4466 3.8850 -0.2110  -0.2408
H 1.1974 -1.1157 -3.1488  0.1421
O -3.0521 -1.3075 -3.6627  -0.7336
C 4.6616 0.6974 2.0901  0.6772
H -3.6877 -3.4287 2.0482  0.5654
H -5.0178 2.4922 -0.7090  0.3918
C -3.7749 4.2405 -0.6926  -0.3961
C 5.9756 1.5890 3.8869  -0.5063
H 7.7496 0.4876 4.3818  0.3720
H -4.9030 -2.5363 -1.9945  0.5887
N 3.5784 0.7074 1.2685  0.5327
H -5.3635 -3.6668 0.1863  0.4556
N 2.5641 1.5404 1.3735  -0.7329
C -4.4701 -3.0780 0.0521  -0.3636
C -2.4292 -2.1753 0.8834  0.1307
H 7.3670 -1.2490 2.6765  0.3542
C -3.0629 -1.7118 -1.3056  0.2231
N -0.7116 1.6246 0.2480  0.6254
S 0.1233 -3.1787 -1.7264  -0.2923
C -0.0979 -2.6438 -3.3094  0.5551
C -3.5591 -2.9473 1.0911  -0.5814
H 6.1392 2.3315 4.6530  0.3633
H -1.2716 -2.8453 -4.9592  0.2424
C -1.2814 -1.9508 1.8767  0.3987
C -2.9901 2.0126 -0.2758  0.0228
C -2.5255 -1.0851 -2.5874  0.5880
H -2.2954 5.7929 -0.6050  0.3658
H -1.5304 -4.0064 -3.7210  0.2468
O -1.4523 -0.4131 -2.4032  -0.6965
C -4.0165 2.8756 -0.5776  -0.7755

no.,calculated total energy (eV)
1,-38487.6584
2,-65368.2198